(1)
Density functional theory data (the ωB97M-V functional and the def2-TZVPD basis) for 2 unconnected molecules or ions with the total composition C7H14NOSi in a non-equilibrium geometry.

Output
Energy above the lowest of the compared OMol25 structures with the same formula, charge and spin ... 329.15 kJ/mol
Total charge ... +1
Frontier orbital gap (spin up / spin down) ... 0.2726 / 0.2727 Eh

Last column: Löwdin charge in e.
CARTESIAN COORDINATES (ANGSTROEM)
C: -2.8476 -1.2065 0.2155  -0.0318
C: -2.0695 -0.3922 -0.5921  -0.0826
C: -2.3807 -0.9752 1.4834  -0.1012
C: -1.1692 0.3061 0.2139  -0.3880
C: 0.9382 2.3018 0.9377  -0.1887
C: 0.5042 1.6516 -2.3771  -0.1464
C: 1.9417 -1.2418 -0.3406  -0.1077
N: 1.3602 -1.8452 0.9047  0.0308
O: -1.4333 -0.0660 1.4815  -0.0091
Si: 0.1722 1.3101 -0.5131  0.9494
H: -3.4353 -2.0378 -0.2368  0.1393
H: -2.0177 -0.4109 -1.6901  0.1259
H: -2.6422 -1.2390 2.4303  0.1110
H: 0.8293 1.6548 1.8905  0.0620
H: 1.9398 2.6009 0.7437  0.0087
H: 0.3340 3.1983 1.2349  0.0526
H: -0.4081 1.8306 -2.9900  0.0597
H: 1.1739 2.4593 -2.3328  0.0100
H: 1.0306 0.8556 -2.8448  0.0194
H: 1.6852 -1.6427 -1.2794  0.0099
H: 2.9367 -1.0587 0.0056  0.0243
H: 0.3330 -1.9319 0.9336  0.1192
H: 1.6138 -2.9338 1.1232  0.2227
H: 1.6109 -1.1874 1.5983  0.1106

---

(2)
Density functional theory data (the ωB97M-V functional and the def2-TZVPD basis) for a molecular structure, C18H20BCl4EuN4O9 in a non-equilibrium geometry.

Output
Spin multiplicity ... 7
<S²> ... 12.012
Total charge ... -2
Frontier orbital gap (spin up / spin down) ... 0.1650 / 0.1664 Eh

Last column: Löwdin spin population.
CARTESIAN COORDINATES (ANGSTROEM)
Eu: 1.0372 0.6934 -0.6174  6.0570
B: -0.3871 3.2372 2.6511  0.0001
N: -0.9449 3.3227 1.2230  -0.0002
C: -2.1179 3.8957 0.9241  -0.0002
C: -2.3308 3.8680 -0.4766  0.0000
C: -1.1197 3.3271 -0.9732  0.0000
N: -0.3374 2.9198 0.0455  -0.0050
N: 1.0700 2.7578 2.8468  -0.0002
C: 1.7442 2.8191 4.0340  0.0001
C: 2.7653 1.9013 3.9805  0.0000
C: 2.6261 1.2324 2.7578  0.0002
N: 1.5822 1.7303 2.0956  -0.0028
H: -0.2985 4.3143 3.2169  0.0000
H: -1.1431 2.4514 3.2270  0.0000
H: -2.7113 4.2616 1.7684  0.0000
H: -3.3067 3.9894 -1.0125  0.0000
H: -0.7709 3.2819 -2.0008  0.0001
H: 1.6008 3.6214 4.7717  0.0000
H: 3.5123 1.6688 4.7681  0.0000
H: 3.2038 0.3722 2.3559  0.0000
C: -2.6462 -3.4422 -4.4769  0.0000
O: -3.3700 -3.6796 -3.2501  0.0000
C: -3.0823 -2.8786 -2.1980  0.0000
C: -3.4832 -3.3420 -0.9555  -0.0004
C: -2.8586 -2.7160 0.1792  0.0001
C: -2.0060 -1.6092 0.0757  0.0000
C: -1.3176 -1.1611 1.2837  0.0001
C: -1.5467 -1.8216 2.6393  0.0000
O: -0.6294 -0.1068 1.3308  -0.0030
C: -1.9046 -0.9643 -1.2339  0.0002
O: -1.2335 0.1210 -1.3350  -0.0055
C: -2.4436 -1.6167 -2.3357  -0.0003
H: -1.5692 -3.3021 -4.1860  0.0000
H: -3.0141 -2.5282 -4.9738  0.0000
H: -2.7879 -4.3079 -5.1453  0.0000
H: -4.2960 -4.0742 -0.8383  0.0000
H: -3.0234 -3.2006 1.1573  0.0000
H: -2.5205 -1.5703 3.1020  0.0000
H: -0.7790 -1.4210 3.3251  0.0000
H: -1.4199 -2.9096 2.5880  0.0000
H: -2.4030 -1.0622 -3.2576  0.0000
O: 3.1247 0.7986 -4.1801  -0.0002
Cl: 1.8657 0.6244 -3.5975  -0.0001
O: 0.8703 0.1279 -4.5203  -0.0001
O: 1.3979 1.8848 -2.8974  -0.0026
O: 1.9170 -0.3559 -2.4750  -0.0052
Cl: 2.3431 -3.3799 -1.2584  0.0001
C: 2.9453 -3.2570 0.3979  0.0000
Cl: 4.4834 -4.2003 0.4426  0.0000
Cl: 1.6435 -3.9556 1.4361  0.0000
C: 3.1337 -1.8494 0.9676  0.0001
O: 3.8747 -1.7716 1.9310  0.0004
O: 2.4651 -0.9487 0.4163  -0.0066
C: 3.5372 2.0678 -0.9893  -0.0237
H: 3.3601 2.3468 0.0221  0.0003
H: 3.6444 2.6948 -1.8669  -0.0016
H: 4.0551 1.1007 -0.9097  -0.0012

---

(3)
Density functional theory data (the ωB97M-V functional and the def2-TZVPD basis) for a single C3H4N2O2 molecule.

Output
Energy above the lowest of the compared OMol25 structures with the same formula, charge and spin ... 361.89 kJ/mol
Frontier orbital gap ... 0.2814 Eh

Last column: Löwdin charge in e.
CARTESIAN COORDINATES (ANGSTROEM)
N: 1.3916 -1.0262 1.0555  0.0440
C: 0.6050 -0.5681 0.1391  -0.4754
C: 0.2893 -0.5191 -1.1912  -0.0384
O: -0.7798 0.4188 -1.4630  0.0815
C: -1.1778 1.0211 -0.3865  -0.4803
O: -2.0354 1.8334 -0.2157  0.1597
N: -0.3617 0.4322 0.7512  0.2119
H: 0.2544 1.0597 1.2659  0.1802
H: 2.1065 -1.6263 0.6663  0.0296
H: 0.6820 -1.0117 -2.0614  0.0993
H: -0.9742 -0.0138 1.4397  0.1880

---

What is the formula in the third record?
C3H4N2O2

---

Which formula does entry 1 have?
C7H14NOSi